The following is a quantum chemistry calculation of C7H8N2O in the gas phase at a distorted geometry, from the OMol25 dataset.

Geometry as ORCA input:
```
! wB97M-V def2-TZVPD RIJCOSX def2/J DEFGRID3
* xyz 0 1
C 0.071 1.402 1.160
C -1.432 0.863 -1.460
C -0.088 1.492 -1.329
C -1.653 -0.289 -0.796
C 0.527 1.754 -0.111
C 0.300 -1.260 0.263
C 0.946 -1.604 1.560
N -0.264 1.423 2.266
N -0.914 -0.946 0.154
O 1.167 -1.414 -0.772
H -2.289 1.251 -1.965
H 0.501 1.795 -2.159
H -2.575 -0.698 -1.035
H 1.594 1.992 -0.157
H 1.554 -2.492 1.474
H 0.199 -1.640 2.510
H 1.578 -0.769 1.792
H 0.778 -0.860 -1.395
*
```

ΔE to the lowest compared entry with this formula, charge and spin, kcal per mole: 61.0
HOMO energy, eV: -8.8
E, eV: -12413.7524
Frontier orbital gap, hartree: 0.319
SMILES string: C/C(O)=N/C=C\C=C/C#N
LUMO level, eV: -0.1250
Maximum force, eV/Å: 3.8

Mulliken population analysis, charges in e, atoms 1 to 8:
1. C 0.309
2. C -0.247
3. C -0.634
4. C -0.358
5. C -0.111
6. C 0.627
7. C -1.130
8. N -0.456

---

The following is a quantum chemistry calculation of C7H8N2O in the gas phase at a distorted geometry, from the OMol25 dataset.

Geometry as ORCA input:
```
! wB97M-V def2-TZVPD RIJCOSX def2/J DEFGRID3
* xyz 0 1
C 1.301 3.080 0.536
C 1.333 1.579 0.244
C -0.397 -0.295 -0.067
C 0.545 -1.344 -0.226
C 0.025 -2.634 -0.438
C -1.340 -2.776 -0.582
C -2.192 -1.669 -0.420
H 1.984 3.734 0.258
H 0.405 3.534 0.220
H 1.406 3.318 1.792
H -0.874 1.934 0.200
H 1.659 -1.083 -0.071
H 0.680 -3.407 -0.471
H -1.770 -3.898 -0.764
H -3.233 -1.551 -0.168
N -0.062 1.017 0.159
N -1.737 -0.501 -0.162
O 2.266 0.961 -0.038
*
```

ΔE to the lowest compared entry with this formula, charge and spin, kcal per mole: 53.7
HOMO energy, eV: -8.3
E, eV: -12414.0686
Frontier orbital gap, hartree: 0.333
SMILES string: CC(=O)Nc1ccccn1
LUMO level, eV: 0.7219
Maximum force, eV/Å: 6.6

Mulliken population analysis, charges in e, atoms 1 to 8:
1. C -1.289
2. C 0.763
3. C 0.465
4. C -0.274
5. C -0.470
6. C -0.352
7. C -0.167
8. H 0.449

---

The following is a quantum chemistry calculation of 2 unconnected molecules or ions with the total composition C7H8N2O at a distorted geometry, from the OMol25 dataset.

Geometry as ORCA input:
```
! wB97M-V def2-TZVPD RIJCOSX def2/J DEFGRID3
* xyz 0 1
C -1.979 0.221 0.559
C -1.363 1.411 0.664
C -1.571 -0.797 -0.343
C -0.316 1.728 -0.216
C 1.235 -1.728 1.024
C -0.501 -0.485 -1.177
C 0.240 0.796 -1.115
N 2.101 -0.873 0.584
N 2.570 -0.079 -0.247
O 3.650 0.427 -0.231
H -2.976 0.094 1.149
H -1.684 2.185 1.331
H -2.087 -1.693 -0.547
H 0.125 2.815 -0.234
H 0.478 -1.163 1.608
H 1.240 -2.765 0.979
H -0.244 -1.086 -2.062
H 1.082 0.992 -1.725
*
```

ΔE to the lowest compared entry with this formula, charge and spin, kcal per mole: 123.2
HOMO energy, eV: -8.6
E, eV: -12411.0557
Frontier orbital gap, hartree: 0.326
SMILES string: c1ccccc1.C=NN=O
LUMO level, eV: 0.2305
Maximum force, eV/Å: 5.4

Mulliken population analysis, charges in e, atoms 1 to 8:
1. C -0.221
2. C -0.487
3. C -0.560
4. C -0.057
5. C -0.359
6. C -0.216
7. C -0.611
8. N 0.023